{"formula": "C25H34N2O8Ti", "method": "ωB97M-V with the def2-TZVPD basis set", "e_above_lowest_kj_mol": 94.20, "total_energy_ha": -2533.9847, "homo_lumo_gap_ev": [3.4839, 4.3849], "spin_multiplicity": 3, "total_charge": -2, "symbols": ["Ti", "C", "O", "C", "C", "O", "C", "C", "O", "C", "H", "H", "H", "H", "H", "H", "H", "H", "H", "H", "H", "H", "H", "H", "O", "C", "O", "C", "C", "C", "C", "C", "N", "C", "O", "O", "H", "H", "H", "C", "C", "O", "C", "C", "C", "C", "C", "C", "H", "H", "H", "H", "H", "H", "H", "H", "C", "C", "C", "C", "N", "H", "H", "H", "H", "H", "H", "H", "H", "H"], "positions_angstrom": [[-0.165740, -0.600765, 0.092722], [3.425175, 0.705926, 2.018085], [2.958596, -0.329795, 1.191407], [3.763567, -1.466939, 1.179229], [3.056088, -2.545262, 0.383305], [1.760657, -2.860572, 0.859385], [1.687366, -3.489252, 2.116712], [1.233942, -2.491397, 3.158823], [-0.151666, -2.317109, 3.000133], [-0.662947, -1.235110, 3.752673], [4.372785, 1.117367, 1.640472], [2.652089, 1.468666, 2.031515], [3.588845, 0.343330, 3.043921], [4.736452, -1.260340, 0.704451], [3.971951, -1.799064, 2.209441], [2.899854, -2.196805, -0.636128], [3.681363, -3.450971, 0.378958], [0.935708, -4.279980, 2.052647], [2.646313, -3.945266, 2.396606], [1.471095, -2.856962, 4.173329], [1.748075, -1.537469, 3.003337], [-0.561372, -1.426311, 4.831281], [-0.150541, -0.301527, 3.496704], [-1.715007, -1.129277, 3.497128], [-3.254121, -3.372954, -0.216560], [-2.486819, -2.457632, 0.048051], [-1.251308, -2.356822, -0.295208], [-2.946172, -1.284694, 0.927947], [-4.231319, -1.038517, 1.401749], [-4.399396, 0.138712, 2.204262], [-3.348034, 0.943200, 2.521231], [-2.051885, 0.599095, 2.034165], [-1.945965, -0.509789, 1.218392], [-0.786832, 1.240073, 2.275118], [-0.610155, 2.216281, 3.020294], [0.229857, 0.638521, 1.623659], [-5.044447, -1.698921, 1.141158], [-5.390644, 0.397405, 2.566144], [-3.469118, 1.830585, 3.129729], [0.513890, -1.991062, -3.563602], [0.269051, -1.004767, -2.453185], [1.109403, -1.092217, -1.417843], [-0.745550, -0.100219, -2.457277], [-1.787010, -0.134732, -3.484121], [-2.946146, 0.522300, -3.338136], [-3.201970, 1.353759, -2.162144], [-2.198698, 1.584340, -1.296512], [-0.901945, 0.934471, -1.366520], [1.306038, -2.668933, -3.246796], [0.824695, -1.505036, -4.498005], [-0.376090, -2.588136, -3.779419], [-1.618078, -0.721077, -4.382080], [-3.704663, 0.446258, -4.111313], [-4.180852, 1.794673, -2.012451], [-2.352303, 2.272843, -0.466809], [0.202928, 2.098610, -0.105603], [-0.115558, 4.034135, -1.926171], [0.797652, 2.801120, -1.916251], [2.162393, 3.179348, -1.343315], [0.968682, 2.297377, -3.343933], [0.279255, 1.735488, -1.049690], [0.310911, 4.836788, -2.541640], [-0.252018, 4.414110, -0.909132], [-1.098749, 3.773859, -2.324562], [2.636143, 3.968681, -1.937477], [2.805629, 2.297196, -1.326522], [2.059551, 3.538868, -0.314113], [1.434357, 3.081651, -3.951782], [0.005543, 2.036734, -3.788042], [1.597199, 1.403935, -3.361852]], "forces_ev_per_angstrom": [[0.1, 0.0, -0.9], [0.0, -0.2, 0.0], [-0.1, 0.1, 0.0], [0.0, 0.0, 0.1], [-0.2, -0.1, 0.1], [0.1, -0.1, -0.3], [0.0, 0.2, 0.1], [-0.2, 0.0, 0.2], [0.1, -0.1, 0.0], [0.1, -0.1, 0.4], [0.0, 0.0, 0.0], [-0.1, 0.0, 0.0], [0.0, 0.0, 0.0], [0.1, 0.0, 0.0], [0.0, 0.0, 0.1], [-0.1, 0.0, 0.0], [0.1, 0.0, 0.0], [0.0, 0.0, -0.1], [0.1, 0.1, 0.0], [0.0, 0.0, 0.1], [0.0, 0.1, 0.0], [0.0, -0.1, 0.1], [0.0, -0.5, 0.4], [0.2, -0.2, 0.2], [-0.2, -0.3, -0.2], [0.1, 0.3, 0.3], [-0.1, 0.0, -0.1], [-0.7, -0.5, -0.2], [0.1, 0.1, 0.1], [-0.4, -0.4, -0.2], [0.7, 0.1, 0.0], [-0.5, 0.3, -0.4], [0.7, 0.9, 0.3], [-0.1, 0.0, -0.6], [0.1, 0.2, 0.2], [-0.2, 0.4, -0.1], [0.0, 0.0, 0.0], [0.0, 0.0, 0.0], [0.0, 0.0, 0.0], [-0.1, -0.1, -0.1], [0.3, 0.0, 0.4], [0.1, -0.1, 0.1], [-0.2, 0.2, -0.2], [0.3, -0.1, 0.1], [-0.3, 0.3, 0.2], [-0.1, -0.2, -0.4], [0.3, 0.0, 0.2], [0.2, -0.1, 0.2], [0.0, 0.0, 0.0], [0.0, 0.0, 0.0], [0.0, 0.0, 0.0], [0.0, 0.0, 0.0], [0.0, 0.0, 0.0], [0.0, 0.0, 0.0], [0.0, 0.0, 0.0], [0.1, -0.1, 0.1], [0.0, 0.1, 0.0], [-0.2, -0.1, 0.0], [0.1, 0.0, 0.0], [0.0, 0.0, -0.1], [0.2, 0.0, 0.1], [0.0, 0.0, 0.0], [0.0, 0.0, 0.0], [0.0, 0.0, 0.0], [0.0, 0.0, 0.0], [0.0, 0.0, 0.0], [0.0, 0.0, 0.0], [0.0, 0.0, 0.0], [0.0, 0.0, 0.0], [0.0, 0.0, 0.0]], "lowdin_spin": [0.982, 0.000, 0.005, 0.000, 0.001, 0.003, 0.000, 0.001, 0.006, 0.005, 0.000, 0.000, 0.000, 0.000, 0.000, 0.000, 0.000, 0.000, 0.000, 0.000, 0.001, 0.000, 0.002, 0.000, 0.006, 0.001, 0.003, 0.026, 0.187, 0.085, 0.062, 0.211, 0.139, 0.115, 0.125, 0.024, 0.014, 0.003, 0.004, -0.001, -0.008, -0.001, -0.001, -0.005, 0.002, -0.009, 0.004, -0.004, 0.000, 0.000, 0.000, -0.001, 0.000, -0.001, 0.002, 0.000, 0.001, 0.002, 0.000, 0.000, 0.008, 0.000, 0.000, 0.000, 0.000, 0.000, 0.000, 0.000, 0.000, 0.000]}